1.
Entry from OMol25: one molecule with the formula C3H7NO in a non-equilibrium geometry (ωB97M-V/def2-TZVPD).

Properties
Spin multiplicity ... 1
Highest occupied orbital energy ... -9.218 eV
SMILES string ... OC1CNC1
Strongest force on any atom ... 0.1391 Eh/bohr

Bonds (Å) are listed after each position.
CARTESIAN COORDINATES (ANGSTROEM)
1 O 1.8234 -0.3153 0.0846  C2 1.502, H6 1.041
2 C 0.5871 0.5277 0.2138  O1 1.502, C3 1.649, C5 1.648, H7 1.148
3 C -0.6633 -0.2363 0.9693  C2 1.649, N4 1.422, H8 1.171, H9 1.168
4 N -1.2086 -0.4743 -0.3226  C3 1.422, C5 1.358, H10 1.085
5 C -0.5587 0.5264 -0.9713  C2 1.648, N4 1.358, H11 1.174, H12 1.233
6 H 1.5285 -1.1718 -0.4282  O1 1.041
7 H 1.0874 1.4834 0.6057  C2 1.148
8 H -0.1690 -1.2589 1.2533  C3 1.171
9 H -1.2714 0.3228 1.7950  C3 1.168
10 H -2.2574 -0.2685 -0.1362  N4 1.085
11 H -0.3111 0.1515 -2.0554  C5 1.174
12 H -0.9243 1.6775 -0.7240  C5 1.233

---

2.
Entry from OMol25: one molecule with the formula C11H16S in a non-equilibrium geometry (ωB97M-V/def2-TZVPD).

Properties
Spin multiplicity ... 1
Highest occupied orbital energy ... -7.138 eV
Strongest force on any atom ... 0.1091 Eh/bohr

Bonds (Å) are listed after each position.
CARTESIAN COORDINATES (ANGSTROEM)
1 C -1.6342 -2.0014 -2.1640  C2 1.403, C3 1.428, H13 1.050
2 C -0.3546 -1.4958 -2.4381  C1 1.403, C4 1.373, H14 1.033
3 C -2.1447 -1.9774 -0.8308  C1 1.428, C5 1.401, H15 1.095
4 C 0.3667 -1.1286 -1.3291  C2 1.373, C6 1.370, H16 1.210
5 C -1.2664 -1.6980 0.2238  C3 1.401, C6 1.430, C9 1.520
6 C 0.0453 -1.1732 0.0023  C4 1.370, C5 1.430, C11 1.428
7 C 1.0532 0.6688 1.1585  C11 1.578, S12 2.218, H17 1.038, H18 1.113
8 C 2.7214 3.1654 -0.0301  S12 1.609, H19 1.097, H20 1.096
9 C -1.9410 -1.9554 1.5608  C5 1.520, H21 1.088, H22 1.102, H23 1.120
10 C 0.2451 3.1517 -0.1733  S12 1.785, H24 1.038, H25 1.104, H26 1.132
11 C 0.9978 -0.9028 1.0312  C6 1.428, C7 1.578, H27 1.038, H28 1.080
12 S 1.6308 2.0650 -0.4652  C7 2.218, C8 1.609, C10 1.785
13 H -2.2231 -2.1783 -3.0148  C1 1.050
14 H 0.0862 -1.6317 -3.3622  C2 1.033
15 H -3.1202 -2.4477 -0.6711  C3 1.095
16 H 1.4497 -0.6552 -1.5860  C4 1.210
17 H 1.5765 0.9107 2.0215  C7 1.038
18 H -0.0439 0.8126 1.2761  C7 1.113
19 H 2.5842 3.9658 0.7076  C8 1.097
20 H 3.7576 2.8075 -0.0358  C8 1.096
21 H -2.6512 -2.7792 1.5260  C9 1.088
22 H -1.0718 -2.0934 2.2245  C9 1.102
23 H -2.5789 -1.1212 1.9505  C9 1.120
24 H 0.0176 3.0310 0.8323  C10 1.038
25 H 0.5433 4.1572 -0.5184  C10 1.104
26 H -0.6707 2.7758 -0.7226  C10 1.132
27 H 1.9605 -1.2015 0.7817  C11 1.038
28 H 0.6647 -1.0705 2.0446  C11 1.080

---

So what do the calculations give for calculated total energy? Going down the list: -6758.5407, -22496.9792 eV.
So what do the calculations give for Kohn-Sham gap? Going down the list: 10.08, 8.06 eV.
So what do the calculations give for ΔE to the lowest compared entry with this formula, charge and spin? Going down the list: 97.1, 116.1 kcal/mol.